# 1
41
Properties=species:S:1:pos:R:3:lowdin_charge:R:1 method="wB97M-V/def2-TZVPD" total_charge=+2 s2=2.04 relative_energy_kcal_mol=0.00 spin_multiplicity=3 molar_mass_g_mol=359.752 homo_lumo_gap_ev="5.746 / 7.365" homo_ev="-13.61 / -15.29"
C 0.22 0.85 -3.77 -0.30
C 1.61 1.35 -3.75 -0.05
C -0.02 -0.56 -4.10 -0.01
C -0.92 1.78 -3.74 -0.05
Cl 0.28 1.14 -0.95 0.25
H -0.04 -0.74 -5.20 0.15
H -0.98 -0.90 -3.69 0.10
H 0.76 -1.20 -3.66 0.11
H 1.95 1.67 -4.75 0.15
H 2.29 0.57 -3.40 0.10
H 1.71 2.20 -3.07 0.09
H -1.15 2.19 -4.73 0.15
H -0.71 2.62 -3.07 0.09
H -1.81 1.28 -3.36 0.10
C 1.82 -1.35 2.45 -0.10
C 0.79 -2.13 1.80 -0.20
C 1.00 -2.01 0.37 -0.25
H 0.12 -2.82 2.31 0.12
C 2.11 -1.09 0.18 -0.13
C 2.61 -0.74 1.46 -0.08
H 3.50 -0.16 1.68 0.12
H 2.01 -1.36 3.52 0.12
H 0.53 -2.62 -0.40 0.12
H 2.56 -0.84 -0.78 0.10
C -2.34 0.44 1.78 -0.14
C -2.02 -0.92 2.11 -0.18
C -1.96 -1.66 0.88 -0.18
H -1.94 -1.33 3.11 0.13
C -2.18 -0.75 -0.20 -0.18
C -2.43 0.54 0.36 -0.16
H -2.70 1.43 -0.19 0.12
H -2.57 1.23 2.48 0.13
H -1.88 -2.74 0.79 0.14
H -2.27 -1.02 -1.24 0.12
Mo -0.27 -0.22 0.93 1.26
C 0.44 1.40 5.13 0.00
C 0.27 1.20 3.71 -0.12
N 0.21 0.92 2.58 0.04
H 1.40 0.96 5.44 0.12
H -0.38 0.90 5.66 0.11
H 0.43 2.48 5.34 0.12

=====

# 2
10
Properties=species:S:1:pos:R:3:lowdin_charge:R:1 method="wB97M-V/def2-TZVPD" relative_energy_kcal_mol=89.73 molar_mass_g_mol=88.537 homo_lumo_gap_ev=8.777 homo_ev=-8.93
C 0.66 -0.39 -0.73 -0.05
C -0.23 -1.22 -0.09 -0.16
C -0.16 0.76 -0.42 -0.28
C -1.18 -0.21 0.20 -0.80
Cl -2.84 0.02 -0.11 0.65
H 1.68 -0.53 -1.00 0.10
H 0.06 -2.26 0.24 0.12
H 0.27 1.28 0.44 0.08
H -0.49 1.65 -1.06 0.13
H -0.84 0.13 2.00 0.20

=====

# 3
10
Properties=species:S:1:pos:R:3:lowdin_charge:R:1 method="wB97M-V/def2-TZVPD" relative_energy_kcal_mol=50.62 molar_mass_g_mol=130.132 homo_lumo_gap_ev=8.135 homo_ev=-9.38
H 2.47 0.90 0.01 0.04
N 2.54 -0.08 0.01 0.15
C 1.44 -0.69 0.00 -0.17
N 0.17 -0.05 0.00 -0.13
N -0.10 1.21 0.00 0.10
N -1.37 1.38 0.00 0.06
C -1.98 0.12 0.00 -0.91
S -3.55 -0.26 0.00 0.70
O -0.97 -0.80 0.00 0.02
H 1.34 -1.75 0.00 0.12

=====

# 4
12
Properties=species:S:1:pos:R:3:lowdin_charge:R:1 method="wB97M-V/def2-TZVPD" relative_energy_kcal_mol=84.32 molar_mass_g_mol=90.082 homo_lumo_gap_ev=10.398 homo_ev=-9.76
C -1.28 -0.44 0.18 -0.10
N -0.02 -1.06 -0.29 0.04
C 1.07 -0.26 -0.05 -0.52
O 2.23 -0.71 -0.09 0.03
N 0.89 1.06 0.57 0.04
O 0.06 1.77 -0.41 -0.13
H -2.12 -1.03 -0.14 0.06
H -1.67 -0.63 1.29 0.12
H -1.23 0.60 -0.14 0.05
H 0.12 -2.04 -0.31 0.13
H 1.89 1.44 0.66 0.16
H 0.05 1.30 -1.28 0.12

=====

# 5
18
Properties=species:S:1:pos:R:3:lowdin_charge:R:1 method="wB97M-V/def2-TZVPD" total_charge=+1 relative_energy_kcal_mol=97.84 molar_mass_g_mol=143.145 homo_lumo_gap_ev="9.040 / 9.039" homo_ev="-13.49 / -13.48"
C -0.23 -1.44 -0.11 0.10
C -1.51 -0.88 -0.21 -0.24
C -1.53 0.50 -0.11 0.01
C 0.71 0.70 -0.02 -0.35
C 2.19 -1.18 0.21 0.01
N -0.51 1.21 -0.05 0.19
N 0.85 -0.64 0.02 -0.02
N 1.77 1.49 0.11 0.21
N -3.53 1.54 0.09 0.14
F -2.56 -1.64 -0.38 0.15
H -0.33 -2.52 0.06 0.17
H 2.05 -2.29 0.49 0.14
H 2.96 -1.16 -0.68 0.16
H 2.66 -0.59 0.92 0.07
H 1.62 2.54 0.34 0.20
H 2.70 1.16 0.12 0.09
H -3.09 2.28 -0.44 -0.02
H -4.22 0.94 -0.37 0.01

=====

# 6
7
Properties=species:S:1:pos:R:3:lowdin_charge:R:1 method="wB97M-V/def2-TZVPD" relative_energy_kcal_mol=55.77 molar_mass_g_mol=162.965 homo_lumo_gap_ev=8.028 homo_ev=-9.26
C -1.49 1.84 0.35 -0.32
O 0.94 0.13 0.17 -0.94
P 1.59 -1.07 -0.62 0.05
S -0.74 0.60 0.96 0.92
Cl -0.12 -1.81 -1.47 0.11
Cl 1.65 -2.35 0.94 0.15
H -1.83 2.66 -0.34 0.03

=====

# 7
19
Properties=species:S:1:pos:R:3:lowdin_charge:R:1 method="wB97M-V/def2-TZVPD" relative_energy_kcal_mol=91.40 molar_mass_g_mol=126.159 homo_lumo_gap_ev="7.205 / 7.206" homo_ev="-6.98 / -6.98"
C 1.46 0.62 -0.57 -0.57
N 1.38 -0.43 -1.47 0.16
C 1.53 0.63 1.85 0.08
N 0.92 0.20 0.80 -0.02
O 2.28 1.51 -0.65 0.05
H 0.56 -1.01 -1.43 0.07
H 1.63 -0.13 -2.41 0.11
H 2.46 1.16 1.76 0.09
H 1.04 0.54 2.81 0.09
C -0.71 0.18 0.65 -0.33
C -1.15 -1.22 0.34 -0.16
C -0.82 1.22 -0.34 -0.03
C -2.01 -1.56 -0.61 0.02
H -1.06 0.44 1.66 0.13
H -0.72 -1.99 0.98 0.10
H -0.81 2.25 -0.01 0.06
H -2.28 -2.60 -0.78 0.06
H -2.48 -0.83 -1.25 0.06
H -1.20 1.02 -1.33 0.05

=====

# 8
18
Properties=species:S:1:pos:R:3:lowdin_charge:R:1 method="wB97M-V/def2-TZVPD" relative_energy_kcal_mol=174.24 molar_mass_g_mol=110.156 homo_lumo_gap_ev=9.913 homo_ev=-9.04
C -1.14 -0.83 -1.93 0.07
C -0.52 -0.37 -0.77 -0.28
C -1.17 -0.41 0.63 -0.15
C 0.04 -0.02 1.68 -0.13
C 1.02 -0.88 0.83 -0.20
O 2.15 -0.81 -0.16 0.01
C 0.85 0.01 -0.38 -0.40
C 1.10 1.55 -0.43 0.01
H -2.14 -1.05 -2.18 0.03
H -0.42 -0.53 -2.88 0.11
H -1.41 -1.53 0.79 0.13
H -2.19 0.20 0.75 0.14
H 0.02 1.24 1.66 0.14
H -0.24 -0.09 2.89 0.14
H 0.61 -1.81 0.59 0.11
H 1.41 1.65 -1.45 0.08
H 0.23 2.12 -0.02 0.09
H 1.80 1.58 0.39 0.08